#a
ORCA calculation (the ωB97M-V functional and the def2-TZVPD basis) on a 2-piece molecular cluster, C2H7NO2Si overall.

Positions of all 13 atoms, in Å:
C  0.515  -1.089  -1.437
C  0.566  -0.359  1.048
N  -0.091  -1.317  1.741
O  -1.279  -1.019  1.993
O  0.379  -2.434  1.946
Si  -0.808  1.144  0.973
H  -0.304  -0.560  -1.809
H  0.309  -2.078  -1.052
H  1.468  -0.729  -1.215
H  1.587  -0.584  0.961
H  -0.151  2.039  0.090
H  -1.966  0.488  0.438
H  -1.195  1.572  2.226

Summary:
M in g/mol: 105.17

=====

#b
ORCA calculation (the ωB97M-V functional and the def2-TZVPD basis) on a 2-piece molecular cluster, C2H7NO2Si overall.

Positions of all 13 atoms, in Å:
C  0.389  1.540  0.296
C  -0.103  0.167  -0.105
N  -1.472  -0.086  -0.058
O  -2.336  0.783  -0.120
O  -1.702  -1.303  -0.150
Si  0.842  -1.436  0.161
H  1.336  1.686  -0.056
H  0.175  1.679  1.404
H  -0.233  2.405  -0.150
H  -0.314  -0.031  -2.047
H  2.221  -1.315  -0.128
H  0.947  -1.732  1.653
H  0.249  -2.358  -0.700

Summary:
M in g/mol: 105.17

=====

Q: Which of them is the most stable? A: #b.

=====

#a
ORCA calculation (the ωB97M-V functional and the def2-TZVPD basis) on an isolated ion of composition C4H8N2P and charge +1.

Positions of all 15 atoms, in Å:
C  1.229  -0.716  -1.159
C  -0.127  -0.303  -1.274
C  -0.536  -0.615  -2.579
P  -0.834  -1.284  -3.956
N  -0.800  0.163  -0.195
C  -0.388  -0.104  1.149
N  -1.924  0.925  -0.138
H  1.504  -0.808  -0.135
H  1.761  0.154  -1.656
H  1.450  -1.592  -1.818
H  0.597  -0.289  1.268
H  -0.925  -1.026  1.507
H  -0.498  0.690  1.785
H  -2.579  0.775  -0.879
H  -2.163  1.396  0.712

Summary:
SMILES: C/C(C#P)=[N+](\C)N
Charge: +1
M in g/mol: 115.10

=====

#b
ORCA calculation (the ωB97M-V functional and the def2-TZVPD basis) on an isolated ion of composition C4H8N2P and charge +1.

Positions of all 15 atoms, in Å:
C  0.134  0.429  1.477
C  -0.850  -0.404  0.912
C  1.112  0.272  -0.656
C  1.587  0.355  -1.957
N  -0.672  -0.741  -0.346
N  1.172  0.593  0.587
P  -2.316  -1.146  1.827
H  0.093  0.835  2.403
H  2.706  0.487  -2.160
H  1.217  -0.430  -2.556
H  1.072  1.281  -2.382
H  -1.169  -1.320  -0.931
H  1.869  1.177  1.033
H  -2.927  -1.404  0.669
H  -3.028  0.016  2.080

Summary:
Charge: +1
M in g/mol: 115.10

=====

Q: Which of them is the most stable? A: #a.

=====

#a
ORCA calculation (the ωB97M-V functional and the def2-TZVPD basis) on C23H43N2OP3ReSe as an isolated structure.

Positions of all 74 atoms, in Å:
Re  -0.977  -0.461  -0.113
P  -3.003  -0.206  -1.002
P  -0.116  -2.392  -0.728
P  -0.228  1.988  -0.630
H  3.506  -0.817  -2.138
C  3.741  0.090  -1.593
C  3.996  0.078  -0.268
H  4.584  -0.734  0.119
C  -3.440  -0.252  -2.782
C  -4.192  -1.405  -0.245
C  -3.710  1.391  -0.385
C  1.654  -2.905  -0.818
C  -0.613  -3.648  0.546
C  -0.717  -3.176  -2.283
C  1.466  2.754  -0.673
C  -0.753  3.097  0.760
C  -0.931  2.986  -2.014
H  3.611  1.008  -2.131
H  3.872  0.923  0.412
H  -4.528  -0.273  -2.928
H  -3.010  -1.150  -3.247
H  -3.027  0.616  -3.313
H  -5.222  -1.183  -0.554
H  -4.095  -1.322  0.847
H  -3.905  -2.423  -0.546
H  -4.787  1.434  -0.587
H  -3.230  2.255  -0.847
H  -3.571  1.490  0.700
H  1.668  -3.926  -1.230
H  2.079  -2.932  0.203
H  2.242  -2.225  -1.448
H  -0.486  -4.638  0.083
H  -1.659  -3.466  0.836
H  0.046  -3.526  1.424
H  -0.182  -4.136  -2.369
H  -0.485  -2.513  -3.139
H  -1.801  -3.347  -2.193
H  1.363  3.831  -0.899
H  2.124  2.297  -1.417
H  1.944  2.674  0.315
H  -0.764  4.131  0.402
H  -0.019  3.007  1.572
H  -1.740  2.847  1.158
H  -0.622  4.041  -1.874
H  -2.025  2.949  -2.049
H  -0.537  2.633  -2.972
C  1.399  0.206  -4.784
C  2.779  -0.053  -4.736
C  3.567  -0.022  -5.893
C  2.968  0.262  -7.129
C  1.585  0.499  -7.203
C  0.798  0.474  -6.042
Se  0.316  0.170  -3.242
H  -1.744  -1.289  1.141
H  3.267  -0.247  -3.787
H  4.644  -0.212  -5.799
H  3.584  0.287  -8.027
H  1.115  0.711  -8.155
H  -0.271  0.682  -6.086
N  -2.211  1.565  5.640
C  -2.133  1.473  4.271
O  -3.000  1.942  3.536
C  -0.912  0.794  3.717
C  0.176  0.244  4.423
C  1.239  -0.295  3.697
C  1.244  -0.236  2.291
N  0.111  0.083  1.639
C  -0.937  0.627  2.329
H  -3.065  1.941  6.020
H  -1.589  1.045  6.257
H  0.182  0.222  5.517
H  2.057  -0.813  4.188
H  2.106  -0.526  1.669
H  -1.824  0.849  1.702

Summary:
Multiplicity: 4
Charge: +4
M in g/mol: 721.70

=====

#b
ORCA calculation (the ωB97M-V functional and the def2-TZVPD basis) on C23H43N2OP3ReSe as an isolated structure.

Positions of all 74 atoms, in Å:
Re  0.042  0.045  0.370
P  1.707  1.232  -0.867
P  -1.185  1.972  0.887
P  0.970  -2.027  -0.315
H  -2.619  -0.182  -0.291
C  -1.843  -0.902  -0.035
C  -1.550  -1.146  1.362
H  -2.176  -0.635  2.099
C  1.360  1.705  -2.621
C  2.158  2.884  -0.208
C  3.404  0.563  -1.114
C  -2.792  1.810  1.765
C  -0.379  3.160  2.036
C  -1.672  2.999  -0.561
C  0.112  -3.586  0.156
C  2.632  -2.474  0.336
C  1.131  -2.257  -2.135
H  -1.770  -1.710  -0.762
H  -1.231  -2.150  1.652
H  2.169  2.355  -2.987
H  0.400  2.230  -2.693
H  1.290  0.808  -3.249
H  2.940  3.310  -0.854
H  2.555  2.789  0.810
H  1.299  3.565  -0.202
H  3.950  1.283  -1.742
H  3.386  -0.404  -1.630
H  3.948  0.454  -0.168
H  -3.282  2.794  1.786
H  -2.632  1.488  2.802
H  -3.462  1.097  1.275
H  -0.905  4.123  1.981
H  0.675  3.317  1.795
H  -0.445  2.780  3.063
H  -2.479  3.674  -0.247
H  -2.027  2.357  -1.380
H  -0.823  3.594  -0.922
H  0.615  -4.432  -0.334
H  -0.943  -3.586  -0.135
H  0.180  -3.733  1.242
H  2.960  -3.414  -0.132
H  2.572  -2.625  1.421
H  3.382  -1.700  0.148
H  1.257  -3.330  -2.337
H  2.001  -1.716  -2.525
H  0.229  -1.893  -2.651
C  -3.399  -0.658  -4.003
C  -4.259  -1.095  -2.960
C  -5.497  -1.648  -3.253
C  -5.934  -1.761  -4.585
C  -5.100  -1.311  -5.629
C  -3.856  -0.757  -5.346
Se  -1.752  -0.017  -3.601
H  -0.421  0.603  -1.041
H  -3.908  -0.997  -1.935
H  -6.121  -1.988  -2.425
H  -6.910  -2.190  -4.805
H  -5.428  -1.395  -6.667
H  -3.188  -0.396  -6.126
N  5.217  -0.336  4.579
C  4.487  -0.252  3.433
O  5.005  -0.383  2.321
C  3.020  -0.026  3.610
C  2.336  0.053  4.830
C  0.949  0.122  4.798
C  0.258  0.077  3.583
N  0.923  0.053  2.409
C  2.270  0.056  2.429
H  6.212  -0.463  4.496
H  4.837  -0.189  5.497
H  2.860  0.051  5.785
H  0.364  0.199  5.711
H  -0.836  0.069  3.552
H  2.764  0.093  1.453

Summary:
Multiplicity: 4
Charge: +4
M in g/mol: 721.70

=====

Q: Which of them is the most stable? A: #b.

=====

#a
ORCA calculation (the ωB97M-V functional and the def2-TZVPD basis) on one molecule with the formula C3H5N.

Positions of all 9 atoms, in Å:
C  1.333  0.656  0.174
C  -0.005  0.549  -0.366
C  -0.775  -0.711  -0.008
N  0.460  1.312  0.815
H  2.328  0.109  0.173
H  -0.365  1.401  -1.270
H  -1.792  -0.593  -0.043
H  -0.545  -1.034  1.014
H  -0.640  -1.689  -0.489

Summary:
Multiplicity: 3
M in g/mol: 55.08

=====

#b
ORCA calculation (the ωB97M-V functional and the def2-TZVPD basis) on a 2-piece molecular cluster, C3H5N overall.

Positions of all 9 atoms, in Å:
C  -0.008  0.255  -0.778
C  -1.031  -0.224  -0.104
C  1.105  -0.025  -0.344
N  -1.984  0.029  1.380
H  -1.717  -0.856  -0.539
H  -0.706  -0.254  1.975
H  1.937  0.363  -0.886
H  1.071  -0.861  0.418
H  -2.594  -0.665  1.239

Summary:
Multiplicity: 3
M in g/mol: 55.08

=====

Q: Which of them is the most stable? A: #a.